The following is a DFT calculation (wB97M-V/def2-TZVPD) of 2 unconnected molecules or ions with the total composition C3H7N3O2.

Positions of all 15 atoms, in Å:
C -2.641 -1.097 -0.009
C -0.326 1.641 -0.173
C 1.432 -0.642 -0.367
H -3.305 -1.176 0.967
H -2.589 -2.140 -0.207
H -3.060 -0.615 -0.831
H -0.359 -0.772 0.969
H -0.533 2.614 -0.980
H 2.477 0.321 1.259
H 1.029 -0.043 -1.225
N -1.184 -0.554 0.147
N -1.333 0.919 -0.116
N 1.109 0.173 0.784
O 0.964 1.394 -0.003
O 2.213 -1.565 -0.293

Results
* relative energy (zero: lowest compared OMol25 entry of this formula, charge and spin): 9.628 eV
* HOMO-LUMO gap: 8.15 eV
* LUMO energy: -0.4 eV
* molecular weight: 117.108 g/mol
* spin multiplicity: 1
* total charge: 0

These are the Löwdin partial charges, in e, on atoms 1 to 6: -0.095, -0.350, -0.357, 0.100, 0.035, 0.032

=====

The following is a DFT calculation (wB97M-V/def2-TZVPD) of 2 unconnected molecules or ions with the total composition C4H8O2.

Positions of all 14 atoms, in Å:
C -2.078 -1.495 -1.739
C -3.037 -2.650 -1.598
O -2.985 -3.384 -0.626
H -1.100 -1.855 -2.100
H -1.951 -1.093 -0.720
H -2.419 -0.680 -2.399
H -3.780 -2.775 -2.423
C 2.333 2.140 1.053
C 2.646 1.750 2.475
O 1.944 2.207 3.385
H 2.111 1.206 0.511
H 3.232 2.600 0.610
H 1.483 2.832 0.924
H 3.602 1.199 2.647

Results
* relative energy (zero: lowest compared OMol25 entry of this formula, charge and spin): 1.828 eV
* HOMO-LUMO gap: 10.75 eV
* LUMO energy: 0.8 eV
* molecular weight: 88.106 g/mol
* spin multiplicity: 1
* SMILES: CC=O.CC=O
* total charge: 0

These are the Löwdin partial charges, in e, on atoms 1 to 6: -0.070, -0.313, 0.024, 0.085, 0.084, 0.074